--- 1 ---
The following is a DFT calculation (wB97M-V/def2-TZVPD) of a structure of composition C22H30N4O5S.

Results
Kohn-Sham gap   7.4 eV

The geometry in XYZ format:
```
62
C22H30N4O5S wB97M-V/def2-TZVPD
C -3.83 -4.02 1.18
C -3.14 -2.82 0.38
H -3.36 -2.77 -0.71
H -3.63 -1.91 0.78
O -1.86 -2.91 0.41
C -1.18 -3.57 -0.18
O -1.65 -4.38 -0.89
C 0.34 -3.25 -0.12
C 0.88 -2.56 -1.35
C 2.48 -2.39 -1.10
N 2.65 -1.38 0.12
C 3.40 -0.39 0.10
O 3.65 -0.08 1.15
C 4.25 0.05 -1.03
C 5.26 1.04 -0.90
H 6.01 0.95 -1.37
H 5.72 0.73 0.28
C 4.64 2.41 -0.77
N 3.71 2.77 0.03
C 2.29 2.58 -0.16
O 1.90 2.46 -1.52
C 1.23 2.59 1.06
N 0.06 2.12 0.52
C -0.04 0.87 -0.01
N -1.02 0.44 -0.93
C -2.07 1.01 -0.57
C -2.25 2.04 0.06
C -3.55 2.91 0.00
C -4.53 1.87 -0.49
S -3.64 0.41 -1.11
C -5.90 2.22 -0.86
H -6.45 2.22 0.01
H -6.04 3.06 -1.38
H -6.36 1.14 -1.36
C -4.03 3.99 0.62
H -4.37 4.90 -0.11
H -4.73 3.92 1.21
H -3.13 4.56 1.33
C -1.09 2.86 0.64
O -1.09 4.01 1.30
H 1.05 0.21 -0.10
H 1.61 1.93 1.93
H 1.09 3.46 1.33
H 3.80 2.35 1.09
H 4.16 2.71 -1.92
H 5.62 3.14 -0.67
H 4.82 -1.02 -1.44
H 3.64 0.18 -1.75
C 2.21 -2.09 1.21
C 0.55 -2.35 1.27
H 0.18 -1.42 1.09
H 0.36 -2.87 2.08
H 2.61 -1.46 2.04
H 2.76 -3.23 1.56
H 2.92 -1.89 -1.86
H 3.00 -3.22 -0.81
H 0.39 -1.70 -1.48
H 0.68 -3.21 -2.07
H 0.85 -4.16 0.12
H -3.47 -4.01 2.45
H -3.42 -5.01 0.57
H -4.91 -4.03 1.09
```

These are the Löwdin partial charges, in e, on atoms 1 to 6: -0.05 -0.27 0.14 0.10 0.08 -0.71

--- 2 ---
The following is a DFT calculation (wB97M-V/def2-TZVPD) of the molecule C22H30N4O5S.

Results
Kohn-Sham gap   8.4 eV
Structure (SMILES)   CCOC(=O)[C@@H]1CCCN(C(=O)CCCNC(=O)Cn2cnc3sc(C)c(C)c3c2=O)C1

The geometry in XYZ format:
```
62
C22H30N4O5S wB97M-V/def2-TZVPD
C -4.57 -0.26 3.15
C -5.02 -0.46 1.71
H -5.92 -1.07 1.67
H -5.21 0.49 1.21
O -4.00 -1.16 0.99
C -3.63 -0.71 -0.20
O -4.11 0.26 -0.74
C -2.52 -1.56 -0.79
C -1.25 -1.42 0.06
N -0.21 -2.27 -0.47
C 0.88 -1.71 -1.04
O 1.07 -0.51 -0.99
C 1.89 -2.62 -1.72
H 1.39 -3.44 -2.24
C 2.92 -3.18 -0.72
H 2.44 -3.42 0.23
H 3.35 -4.10 -1.12
C 4.07 -2.20 -0.47
N 3.62 -0.98 0.15
C 4.13 -0.54 1.31
O 5.04 -1.07 1.91
C 3.48 0.74 1.87
N 2.59 1.43 0.96
C 3.09 2.02 -0.15
N 2.39 2.61 -1.06
C 1.07 2.65 -0.84
C 0.43 2.15 0.29
C -0.97 2.38 0.28
C -1.38 3.01 -0.86
S -0.05 3.36 -1.94
C -2.77 3.38 -1.23
H -3.40 2.49 -1.25
H -3.19 4.07 -0.50
H -2.79 3.85 -2.21
C -1.90 2.02 1.40
H -1.42 1.31 2.06
H -2.14 2.92 1.97
H -2.83 1.62 1.01
C 1.21 1.42 1.26
O 0.80 0.83 2.24
H 4.16 1.97 -0.28
H 2.88 0.45 2.74
H 4.28 1.40 2.20
H 2.83 -0.52 -0.28
H 4.82 -2.64 0.20
H 4.56 -1.96 -1.43
H 2.41 -2.02 -2.46
C -0.57 -3.67 -0.46
H 0.27 -4.29 -0.78
C -1.79 -3.89 -1.36
C -2.95 -3.03 -0.87
H -3.80 -3.13 -1.54
H -3.25 -3.36 0.13
H -2.07 -4.94 -1.35
H -1.53 -3.62 -2.39
H -0.82 -3.94 0.57
H -0.89 -0.39 0.06
H -1.47 -1.72 1.09
H -2.31 -1.17 -1.80
H -3.66 0.34 3.18
H -4.37 -1.22 3.62
H -5.35 0.25 3.70
```

These are the Löwdin partial charges, in e, on atoms 1 to 6: -0.05 -0.20 0.13 0.12 0.00 -0.47

Most stable pick: 2. Distance to second place: 533.4 kcal/mol.

--- 1 ---
The following is a DFT calculation (wB97M-V/def2-TZVPD) of a cluster of 4 separate species, C2H13NO3 in total.

Results
Charge   +1
Expectation value of S²   0.75
Kohn-Sham gap (alpha / beta)   10.9 / 6.3 eV
Spin multiplicity   2

The geometry in XYZ format:
```
19
C2H13NO3 wB97M-V/def2-TZVPD
C -1.75 0.26 0.31
N -1.14 -0.90 -0.23
C -1.41 -2.15 0.41
H -2.26 0.05 1.23
H -2.51 0.72 -0.39
H -1.08 1.09 0.65
H -1.34 -0.94 -1.31
H -2.56 -2.29 0.52
H -0.85 -3.00 0.00
H -1.08 -1.98 1.42
H 0.31 1.74 1.77
H 0.83 1.73 0.28
O 1.11 1.58 1.21
H 1.12 1.36 -2.11
H -0.20 1.25 -1.45
O 0.50 1.90 -1.61
H 2.32 -0.19 0.36
H 3.00 -1.05 -0.69
O 2.29 -1.09 0.04
```

These are the Löwdin partial charges, in e, on atoms 1 to 6: -0.05 0.06 -0.02 0.11 0.15 0.09

--- 2 ---
The following is a DFT calculation (wB97M-V/def2-TZVPD) of a cluster of 4 separate species, C2H13NO3 in total.

Results
Charge   +1
Expectation value of S²   0.75
Kohn-Sham gap (alpha / beta)   10.5 / 5.6 eV
Spin multiplicity   2

The geometry in XYZ format:
```
19
C2H13NO3 wB97M-V/def2-TZVPD
C -1.13 1.18 1.56
N -0.87 -0.19 1.26
C -1.38 -0.76 0.04
H -1.15 1.77 0.66
H -1.94 1.29 2.27
H -0.25 1.64 2.07
H -1.05 -0.80 2.06
H -2.46 -0.94 0.12
H -0.83 -1.67 -0.19
H -1.27 -0.09 -0.81
H 0.71 0.69 -0.77
H 2.19 1.11 -0.64
O 1.48 0.94 -1.27
H 2.43 -1.53 0.47
H 1.60 -0.68 1.41
O 2.45 -0.69 0.93
H 1.06 -0.48 -2.55
H 0.24 -0.15 -3.72
O 0.17 -0.65 -2.90
```

These are the Löwdin partial charges, in e, on atoms 1 to 6: -0.01 0.06 -0.01 0.11 0.13 0.14

Most stable pick: 2. Distance to second place: 8.0 kcal/mol.